--- i ---
The ion C3H7N2O with charge +1. Source: OMol25; level of theory: ωB97M-V/def2-TZVPD.

The spin multiplicity is 3. The value obtained for the gap between HOMO and LUMO (spin up / spin down) is 0.192 / 0.333 hartree. As for the expectation value of S²: 2.0080. Its net charge is +1.

Last column: natural (NBO) charge in e.
Element x y z (Å)
1 C -0.086 -0.640 0.836  -0.16
2 C 1.139 0.204 0.915  0.00
3 C 0.736 -0.316 -0.386  0.33
4 N 0.243 0.368 -1.797  -0.83
5 N -1.354 0.082 0.673  -0.75
6 O 1.962 -0.642 0.124  -0.25
7 H -0.056 -1.578 1.190  0.27
8 H 1.527 1.094 1.305  0.26
9 H 1.046 0.694 -2.325  0.40
10 H -0.100 -0.310 -2.468  0.40
11 H -1.444 0.916 1.318  0.45
12 H -2.251 -0.335 0.899  0.45
13 H -1.361 0.462 -0.284  0.44



--- ii ---
A cluster of 2 separate species, C3H7N2O in total. Source: OMol25; level of theory: ωB97M-V/def2-TZVPD.

The spin multiplicity is 3. The value obtained for the gap between HOMO and LUMO (spin up / spin down) is 0.274 / 0.291 hartree. As for the expectation value of S²: 2.0073. Its net charge is +1.

Last column: natural (NBO) charge in e.
Element x y z (Å)
1 C 3.503 0.165 -0.391  0.49
2 C -1.265 0.158 -0.289  -0.10
3 C 0.690 -0.955 0.086  -0.47
4 N -2.172 1.113 0.003  -0.51
5 N -0.389 -0.156 0.577  -0.28
6 O 3.495 1.229 -0.813  -0.47
7 H 0.595 -1.872 0.704  0.29
8 H -1.118 -0.272 -1.257  0.22
9 H 0.534 -1.053 -1.065  0.25
10 H 1.671 -0.772 0.507  0.29
11 H -3.063 1.166 -0.618  0.44
12 H -2.367 1.280 0.968  0.40
13 H -0.113 -0.030 1.588  0.46



Which of them is most stable? Easy: ii.



--- i ---
A cluster of 2 separate species, C10H10O2 in total. Source: OMol25; level of theory: ωB97M-V/def2-TZVPD.

The value obtained for the gap between HOMO and LUMO is 0.349 hartree.

Last column: natural (NBO) charge in e.
Element x y z (Å)
1 C -2.761 -0.802 0.251  -0.57
2 C -2.055 0.536 0.319  -0.44
3 C -0.954 0.874 -0.610  0.05
4 C 0.804 2.172 -0.096  0.75
5 C 1.315 0.906 -0.095  -0.20
6 C 2.621 0.432 0.103  -0.14
7 C 2.744 -0.921 0.115  -0.21
8 C 1.806 -1.779 -0.066  -0.20
9 C 0.483 -1.352 -0.389  -0.17
10 C 0.268 0.059 -0.280  0.03
11 H -2.646 -1.236 -0.805  0.20
12 H -3.844 -0.674 0.653  0.25
13 H -1.793 -1.773 0.966  0.17
14 H -1.661 0.638 1.473  0.20
15 H -2.599 1.446 0.297  0.23
16 H -1.398 0.869 -1.477  0.19
17 H 3.361 0.941 0.722  0.24
18 H 3.852 -1.138 0.121  0.22
19 H 1.795 -2.781 -0.157  0.22
20 H -0.228 -1.900 -0.836  0.21
21 O -0.467 2.199 -0.387  -0.44
22 O 1.357 3.285 0.180  -0.59



--- ii ---
An isolated molecule of C10H10O2. Source: OMol25; level of theory: ωB97M-V/def2-TZVPD.

The value obtained for the gap between HOMO and LUMO is 0.363 hartree. The structure (SMILES) is COc1ccc2c(c1)[C@@H]1O[C@@H]1C2.

Last column: natural (NBO) charge in e.
Element x y z (Å)
1 C -0.637 2.997 1.789  -0.26
2 O -0.861 2.851 0.521  -0.50
3 C -0.669 1.537 0.229  0.29
4 C -1.761 0.645 0.345  -0.25
5 C -1.598 -0.736 0.008  -0.19
6 C -0.339 -1.243 -0.469  -0.03
7 C 0.717 -0.322 -0.466  -0.03
8 C 0.575 1.018 0.038  -0.25
9 C 1.985 -0.919 -1.013  0.05
10 O 1.917 -1.462 -2.296  -0.48
11 C 1.632 -2.353 -1.228  0.05
12 C 0.140 -2.607 -0.916  -0.46
13 H -1.175 2.317 2.495  0.17
14 H -1.316 3.924 2.064  0.18
15 H 0.447 3.194 2.188  0.17
16 H -2.653 1.069 0.666  0.22
17 H -2.546 -1.314 -0.126  0.22
18 H 1.416 1.616 0.076  0.22
19 H 2.939 -0.559 -0.720  0.20
20 H 2.228 -3.209 -1.336  0.20
21 H -0.461 -3.118 -1.760  0.24
22 H 0.020 -3.323 -0.090  0.23



Which of them is most stable? Easy: ii.



--- i ---
An isolated molecule of C5H8F2S. Source: OMol25; level of theory: ωB97M-V/def2-TZVPD.

The value obtained for the gap between HOMO and LUMO is 0.347 hartree. The structure (SMILES) is CCC(SC)=C(F)F.

Last column: natural (NBO) charge in e.
Element x y z (Å)
1 C -2.470 -1.331 -0.259  -0.59
2 C -1.155 -1.242 0.487  -0.43
3 C -0.169 -0.211 -0.043  -0.32
4 S 1.389 -0.866 -0.553  0.25
5 C 2.457 -0.329 0.744  -0.75
6 C -0.343 1.096 0.062  0.73
7 F 0.451 2.099 -0.455  -0.32
8 F -1.522 1.627 0.368  -0.31
9 H -3.173 -1.794 0.329  0.21
10 H -2.819 -0.321 -0.509  0.21
11 H -2.321 -1.789 -1.247  0.20
12 H -1.534 -0.874 1.431  0.21
13 H -0.643 -2.189 0.700  0.23
14 H 3.519 -0.429 0.400  0.24
15 H 2.240 0.739 0.997  0.23
16 H 2.226 -0.921 1.590  0.21



--- ii ---
A cluster of 2 separate species, C5H8F2S in total. Source: OMol25; level of theory: ωB97M-V/def2-TZVPD.

The value obtained for the gap between HOMO and LUMO is 0.317 hartree.

Last column: natural (NBO) charge in e.
Element x y z (Å)
1 C 0.261 0.848 1.435  -0.53
2 C 0.590 -0.322 0.415  -0.10
3 C -0.306 -0.678 -0.479  -0.21
4 C -1.689 -0.109 -0.516  0.02
5 C -0.078 -1.749 -1.335  0.03
6 H -0.095 3.461 0.913  0.13
7 H -0.789 1.203 1.487  0.23
8 H 0.423 0.320 2.412  0.22
9 H 1.660 -1.021 0.522  0.25
10 H -2.092 0.435 -1.520  0.20
11 H -2.145 0.804 0.245  0.20
12 H -0.357 -2.740 -0.657  0.21
13 H -0.803 -1.666 -2.245  0.20
14 F -2.592 -1.317 -0.303  -0.42
15 F 1.317 -1.687 -1.738  -0.37
16 S 1.438 2.394 1.255  -0.06



Which of them is most stable? Easy: i.